# 1
C51H44N10O4P2SSe2Zr | ωB97M-V with the def2-TZVPD basis set

Positions of all 115 atoms, in Å:
S1 -0.1989 7.4094 -5.1839
C1 3.5189 6.1467 3.5666
H1 0.4487 -4.9079 5.3167
H2 5.0532 -4.6615 -4.6851
H3 -3.1767 6.7312 -2.1239
H4 -6.2974 -0.5198 -0.4605
H5 -4.1813 5.4686 -0.2009
C2 0.0122 -2.6846 2.8130
N1 0.4079 -0.1898 -0.3688
N2 0.2451 -0.3707 -1.6909
C3 0.3415 5.4964 -3.9361
H6 2.3385 1.2183 -1.6288
C4 -5.2984 -0.9093 -0.6506
C5 4.1510 5.0689 2.9778
C6 -0.8681 6.0090 -3.4231
H7 -3.7452 -5.9092 -0.9578
C7 -0.0264 -4.3881 4.4947
O1 3.7774 8.1183 4.7353
H8 1.4692 -6.1545 -2.8945
H9 3.8202 3.2909 1.8200
H10 -5.8424 0.1664 1.5147
C8 2.6739 2.6569 -3.1873
H11 2.8437 -3.2535 1.4580
H12 2.6872 4.2585 -4.6225
C9 -3.2757 5.1324 -0.6862
C10 -2.1840 -4.6830 -3.7044
C11 4.6805 -2.4208 2.1978
C12 -3.1867 -5.2370 -2.9197
H13 -3.6782 0.4722 -2.4681
C13 5.2814 -1.3543 2.8581
H14 4.9950 0.5468 3.8104
O2 -0.1121 3.3981 1.5145
O3 1.7114 2.3910 0.8822
C14 -2.6517 3.9729 -0.2469
C15 -1.2512 -3.0717 2.3683
C16 -3.1925 0.3391 -0.3899
P1 0.8075 -1.3121 2.0235
C17 2.1542 6.3501 3.5233
C18 3.3159 -2.4083 1.9548
H15 -5.1130 -0.7864 -1.7099
H16 3.0222 -2.3194 -1.7383
H17 -1.5536 -5.3325 0.0543
C19 1.1813 3.3456 1.5301
H18 -4.5788 1.3569 1.6324
H19 -1.9507 0.5475 -2.1156
C20 -0.7430 -4.5667 -1.7795
H20 5.2722 -3.2695 1.8781
H21 2.5579 0.5932 3.3759
C21 1.3786 5.4211 2.8539
C22 1.9623 2.0884 -2.1431
N3 0.3427 -1.6295 -1.9556
C23 1.9904 4.3304 2.2449
H22 -3.0702 3.3991 0.5664
H23 -2.7852 -0.9918 -2.0341
H24 -4.4232 -1.5765 2.5359
C24 2.2068 -5.3673 -2.9991
Se1 1.2655 -5.2054 0.7484
P2 0.8177 -4.1160 -0.9833
C25 3.0792 -3.2161 -2.3448
C26 0.6037 -1.3964 0.2320
H25 -0.1877 -3.9003 -3.7495
Zr1 -0.2215 1.7765 0.1758
C27 2.1660 3.7740 -3.8051
C28 -1.8950 -4.1236 2.9916
C29 -2.8855 0.0771 -1.8342
Se2 -0.1470 0.5460 2.6562
O4 5.5281 6.8967 4.4211
C30 0.5935 -2.3135 -0.7915
C31 -2.7239 5.8260 -1.7373
H26 -5.9017 -2.9603 -0.8859
C32 -5.2095 -2.3812 -0.2723
C33 -1.7506 -5.1213 -0.9911
H27 3.6136 2.2190 -3.4927
N4 4.3522 7.1499 4.2903
H28 -4.2017 -2.7689 -0.4431
C34 3.2624 -5.5247 -3.8832
N5 0.7936 2.5713 -1.7200
N6 -2.2913 0.9879 0.3374
C35 3.1560 -0.2434 3.0418
C36 -2.9712 -5.4530 -1.5634
C37 4.2273 -4.5335 -3.9969
N7 -1.5368 3.5015 -0.7931
H29 -2.5750 1.0492 1.3096
C38 -1.5456 5.3513 -2.3151
C39 0.6270 -3.3320 3.8762
C40 4.1400 -3.3837 -3.2237
C41 3.3703 4.1497 2.3007
C42 4.5230 -0.2722 3.2822
C43 -1.2791 -4.7837 4.0508
C44 2.1055 -4.2061 -2.2361
H30 6.3471 -1.3722 3.0503
C45 -4.7626 0.2897 1.4827
H31 -3.0298 -0.4955 2.5618
H32 5.2236 4.9670 3.0577
C46 -4.1184 -0.5316 2.5900
H33 1.6136 -3.0313 4.2083
H34 -4.1307 -5.5194 -3.3705
H35 -1.7108 -2.5747 1.5213
C47 0.2858 3.6729 -2.3244
H36 1.7250 7.2141 4.0091
N8 0.8335 6.2004 -4.9426
H37 -5.4767 -2.5450 0.7727
C48 -0.9765 4.1940 -1.8040
H38 -1.7793 -5.6156 4.5299
H39 -2.3476 -4.5251 -4.7629
H40 3.3368 -6.4264 -4.4772
H41 4.9016 -2.6181 -3.3044
C49 0.9492 4.3028 -3.3653
H42 0.3044 5.5332 2.8087
H43 -2.8680 -4.4483 2.6441
C50 2.5576 -1.3115 2.3782
H44 -4.4372 -0.1400 3.5573
N9 -4.3545 -0.0630 0.1121
N10 -1.2896 7.0993 -4.0436
C51 -0.9625 -4.3445 -3.1375

The energy relative to the best compared isomer or geometry (same formula, charge and spin) comes out at 0.0 kcal per mole. The calculation puts the gap between HOMO and LUMO at 5.7 eV. The value obtained for the total energy is -8748.93865 Ha. Its net charge is +2. For the LUMO energy, the calculation gives -6.22 eV.

Mulliken atomic charge list, values in e, 5 entries: 0.213 -0.038 0.440 0.404 0.575

# 2
C51H44N3O4P2STl | ωB97M-V with the def2-TZVPD basis set

Positions of all 106 atoms, in Å:
C1 0.0322 1.8549 -3.6642
S1 0.5463 3.9876 1.1893
C2 2.3004 -3.9040 -3.3073
N1 0.9990 0.1047 3.2963
C3 -2.3183 -2.6110 -2.4734
H1 -1.2913 -7.6134 -0.4939
C4 -0.8770 4.8028 0.4421
H2 -0.5420 -1.4176 -2.6541
C5 3.1430 -5.2805 -5.1425
H3 0.0816 5.3491 -5.2797
H4 -2.0561 1.1580 3.1125
H5 3.6129 -4.1907 -6.9516
C6 -1.5808 4.2090 -0.6083
C7 -5.2555 0.6791 -1.8450
C8 -2.3710 6.6914 0.4051
C9 -3.4753 1.5126 -0.4683
C10 -4.5439 1.0440 -2.9776
H6 4.9117 -1.1663 1.9561
C11 -4.7185 0.9149 -0.5842
O1 -3.5119 -1.0509 2.0529
C12 0.0048 -5.9877 -1.0299
H7 0.8866 -4.4035 1.5261
H8 -3.9586 6.6013 -1.0435
C13 -3.3234 -3.0022 -1.6045
H9 -2.6740 7.6534 0.8025
O2 -0.0232 2.7874 1.8097
H10 -3.2679 4.4037 -1.9155
C14 -1.3699 -1.7087 -2.0150
C15 2.0822 -1.4280 -3.6399
H11 0.0737 -3.1862 0.5538
C16 3.7925 -5.8183 -0.6281
H12 4.0213 -5.2629 -1.5365
P1 -1.0770 2.5613 -1.2694
N2 -1.3249 -0.3485 1.8409
H13 -2.2411 -3.0053 -3.4780
C17 2.5774 -2.9969 -0.5424
H14 2.7317 -2.0661 2.7095
C18 -0.4745 2.9462 -2.9525
P2 1.4079 -3.7534 -1.7457
C19 -0.2708 -7.2513 -0.5277
H15 0.5641 -2.7889 2.2020
H16 0.0653 0.8728 -3.2031
C20 -2.6963 4.8706 -1.1212
C21 4.2657 -1.6837 1.2556
H17 3.0509 0.0724 3.3821
H18 -0.7942 5.0688 -2.9985
C22 2.3591 -6.2774 -0.6145
C23 0.5111 2.0071 -4.9550
C24 2.0689 -7.5430 -0.1079
H19 -6.2176 0.1899 -1.9420
H20 -4.9525 0.8487 -3.9625
H21 -2.7397 1.9120 -3.7498
C25 0.8558 -3.3330 1.3028
C26 0.5214 3.2653 -5.5443
H22 0.8926 1.1423 -5.4829
H23 4.0740 -2.5660 -2.0066
H24 -0.6991 6.4632 1.7536
C27 0.0568 4.3616 -4.8333
C28 -3.0905 6.1043 -0.6266
C29 3.2490 -4.1155 -5.9300
C30 -2.3698 -1.5591 0.0438
C31 4.6342 -1.8094 -0.0771
H25 2.5348 -6.0284 -3.2462
C32 -0.1255 0.6356 3.7627
H26 0.9080 3.3918 -6.5487
H27 -4.0762 -3.7167 -1.9190
C33 1.0787 1.9490 5.3660
H28 3.9985 -5.1535 0.2137
C34 2.1584 0.5022 3.8270
C35 -3.2956 1.6457 -2.8587
C36 3.7945 -2.4639 -0.9647
H29 -1.9689 -0.4320 3.8371
H30 5.5684 -1.3883 -0.4293
H31 2.8866 -8.1581 0.2540
C37 1.3029 -5.4790 -1.0875
C38 2.8978 -2.8893 -5.4436
H32 1.1042 2.6862 6.1595
H33 -0.8067 -5.3564 -1.3769
C39 2.4049 -2.6857 -4.0985
C40 -1.2708 6.0388 0.9392
C41 2.2585 1.4138 4.8571
H34 -3.0380 1.6571 0.5150
C42 2.6594 -5.1353 -3.8514
H35 1.8258 -1.2280 -2.6070
H36 2.9850 -2.0129 -6.0796
C43 -3.3531 -2.4678 -0.3269
H37 0.5814 -9.0220 0.3426
C44 2.1856 -2.8386 0.7964
C45 -1.4447 0.2453 3.1471
H38 -4.1195 -2.7113 0.3951
H39 3.2274 1.7143 5.2328
O3 1.4158 3.6997 0.0624
H40 2.2153 -0.5684 -4.2861
H41 4.4631 -6.6773 -0.5607
Tl1 0.6582 0.2786 0.4434
C46 3.0489 -2.1944 1.6804
H42 -5.2310 0.5873 0.3113
O4 1.0667 4.9431 2.1505
C47 -2.7504 1.8852 -1.6025
H43 3.4078 -6.2548 -5.5337
C48 -2.4281 -0.9442 1.4338
C49 -0.1190 1.5544 4.8169
C50 0.7721 -8.0335 -0.0595
H44 -1.0562 1.9809 5.1520
N3 -1.3936 -1.1934 -0.7891
C51 -0.4405 4.2044 -3.5451

The energy relative to the best compared isomer or geometry (same formula, charge and spin) comes out at 0.0 kcal per mole. The calculation puts the gap between HOMO and LUMO at 4.9 eV. The value obtained for the total energy is -3688.57162 Ha. Its net charge is -2. For the LUMO energy, the calculation gives 4.21 eV.

Mulliken atomic charge list, values in e, 5 entries: -0.285 1.057 0.297 0.146 -0.829

# 3
C51H45BrN6O2STeTi | ωB97M-V with the def2-TZVPD basis set

Positions of all 108 atoms, in Å:
H1 -1.2055 -1.1470 -6.2906
C1 5.2597 1.5807 -0.9562
H2 -1.3835 4.8569 -5.5993
C2 -5.4752 -0.9966 0.6007
H3 2.7774 3.3641 1.1546
C3 0.3314 -5.3440 -0.5300
H4 3.9183 1.6017 -5.6441
C4 1.5689 -0.6720 -4.7170
C5 3.0717 -0.6667 0.7418
N1 0.0677 1.5990 0.0552
C6 -0.8683 -0.8305 -5.3049
C7 2.9516 0.7108 -0.9106
C8 -4.9391 2.7933 0.6792
H5 6.1692 1.8300 0.9719
O1 0.0115 0.4967 -2.1430
N2 2.2295 -0.1321 -0.2094
H6 2.0868 -2.6966 -4.1971
H7 5.5267 3.7102 5.2360
H8 -1.1773 2.8221 -0.9052
N3 9.1321 4.7850 -2.7988
C9 1.5604 -3.2726 -0.6559
H9 2.5895 1.3236 -1.7188
H10 3.6576 -0.4629 -4.2946
C10 5.2607 4.3908 3.2164
C11 -2.3817 1.9230 -3.2908
C12 3.0240 2.6634 3.1743
H11 -4.7153 2.8188 2.8417
H12 6.1060 5.0663 3.2375
C13 5.2856 1.9260 -2.3025
H13 -0.2323 1.4250 -6.6657
H14 6.3098 3.0373 -3.8200
C14 3.3747 3.4294 2.0532
H15 0.3068 -6.4254 -0.5598
C15 -2.9566 3.5259 -4.9931
C16 -1.0711 2.4059 -3.2613
C17 -5.6856 0.3638 0.6948
C18 0.4739 -0.1501 -5.3953
H16 1.6299 -1.6814 -2.8225
Br1 0.0314 -0.2743 2.3461
H17 -3.6932 3.9498 -5.6632
C19 4.9295 3.6354 4.3354
C20 -0.7411 3.4638 -4.0974
H18 -5.6439 2.9999 -1.3693
H19 -2.8950 3.4245 1.1395
C21 3.8336 2.7913 4.3127
C22 -3.3648 0.8319 0.3155
C23 1.9091 1.7153 3.2190
C24 -0.8343 -4.6253 -0.3323
H20 -6.2283 4.2542 -0.2699
C25 -6.0024 3.1893 -0.3548
C26 1.4192 -1.9019 -3.8669
O2 -2.7163 0.9113 -2.4427
Ti1 0.0592 -0.2962 -0.4817
C27 4.3083 -0.1344 0.5996
C28 -1.6670 4.0328 -4.9590
Te1 -0.6146 -2.5437 -4.0447
H21 1.9564 2.5472 -6.8283
C29 2.9509 1.1197 -5.5646
C30 -1.9809 -2.4264 -0.0812
C31 -5.4604 3.0893 2.0917
H22 3.5872 2.2093 5.1935
C32 2.8047 -0.0330 -4.8101
H23 5.2224 -0.3004 1.1393
C33 -0.7795 -3.2342 -0.2920
C34 -3.3135 2.4738 -4.1641
H24 4.5363 1.5378 -2.9787
C35 0.4107 -2.5019 -0.4747
H25 2.5191 -2.7816 -0.7969
C36 -3.1402 -0.5366 0.1974
H26 1.8717 1.0729 4.0914
C37 -4.1814 -1.4453 0.3485
S1 -3.5644 -3.0640 0.1984
N4 -1.9102 -1.1226 -0.0669
C38 -4.6406 1.3004 0.5559
H27 2.4492 -5.2209 -0.8332
H28 -3.6710 0.7756 -2.4534
C39 0.6270 1.0110 -6.1508
C40 6.2244 2.0623 -0.0823
H29 4.7090 4.8607 1.1977
C41 7.2596 3.2375 -1.9065
H30 -1.6147 -0.1684 -4.8717
H31 -6.9329 2.6384 -0.2156
H32 -2.5074 1.4824 0.2206
H33 0.5627 3.3296 1.1685
C42 8.3017 4.0977 -2.4019
C43 -3.6937 3.6449 0.4283
H34 -5.6816 4.1535 2.1957
N5 -0.2044 2.5354 -0.9981
C44 -0.0216 1.8839 -2.3037
H35 -6.2950 -1.6916 0.7246
H36 0.9499 2.1994 -2.7125
H37 0.2755 3.8386 -4.0728
C45 4.4730 4.2763 2.0792
N6 4.2300 0.7409 -0.4667
H38 -3.3129 3.4951 -0.5864
C46 7.2282 2.8838 -0.5607
H39 -3.9480 4.7009 0.5308
C47 0.9890 1.5285 2.2531
C48 6.2799 2.7613 -2.7748
H40 -6.3739 2.5335 2.3071
C49 1.5317 -4.6634 -0.6850
C50 0.5468 2.2497 1.1559
H41 -4.3221 2.0744 -4.1850
H42 -6.6903 0.7143 0.8925
C51 1.8536 1.6464 -6.2365
H43 -1.7758 -5.1501 -0.2062
H44 7.9802 3.2695 0.1138
H45 2.7199 -1.3862 1.4597

The energy relative to the best compared isomer or geometry (same formula, charge and spin) comes out at 31.9 kcal per mole. The calculation puts the gap between HOMO and LUMO (alpha / beta) at 5.2 / 5.2 eV. The value obtained for the total energy is -6539.17732 Ha. Its net charge is 0. For the LUMO energy (alpha / beta), the calculation gives -0.24 / -0.23 eV.

Mulliken atomic charge list, values in e, 5 entries: 0.585 1.015 0.416 -1.457 0.326

# 4
C51H45ClN8P2SSe2SiW | ωB97M-V with the def2-TZVPD basis set

Positions of all 112 atoms, in Å:
N1 0.0799 1.8910 2.3174
H1 -0.7660 8.0408 -2.5371
H2 3.6328 2.8491 -2.3167
H3 1.0450 5.1136 2.4571
C1 -6.7306 2.3638 1.0298
H4 2.3168 1.6232 4.3811
H5 -2.9502 7.0931 -3.1897
H6 -7.7372 2.1487 1.3592
Se1 -3.6109 5.6880 2.1099
H7 4.5824 -0.6048 3.2250
C2 4.6297 -2.2806 -1.2896
S1 -2.4213 -1.2751 0.5586
C3 -5.6910 1.5106 1.3744
H8 2.2558 -3.4835 6.4946
C4 -2.1582 4.4883 4.8151
H9 4.2680 -2.2167 7.1593
H10 -0.1737 -3.7505 -0.7586
C5 1.2143 -0.0929 -2.0822
C6 4.0433 -1.2142 3.9386
C7 -1.4260 2.8965 1.2048
H11 3.3734 1.3004 -4.2508
N2 -0.6451 1.8035 1.2162
C8 3.4032 -1.3451 0.5805
C9 1.2889 8.3744 3.3100
C10 -2.3233 6.5728 -2.4798
H12 -5.8810 0.6303 1.9724
C11 2.7480 -2.8362 5.7819
C12 -2.7593 5.3761 -1.9336
C13 0.7340 6.0917 2.7996
C14 5.4871 -1.1903 -1.2810
C15 -6.4784 3.4993 0.2747
H13 -2.2031 -4.7872 -0.1690
C16 1.9189 0.0795 -3.2605
C17 -3.4360 3.0858 6.2903
C18 1.5171 0.9860 4.0371
C19 1.2086 0.9294 2.5782
H14 -0.3167 9.5861 4.0600
C20 -0.7632 -1.5162 -2.9227
H15 -0.0492 4.6881 -0.0010
H16 5.9829 0.6703 -0.3378
N3 -2.5152 -3.8912 0.1685
Se2 -1.8072 1.5081 -1.6402
H17 4.1742 0.5414 1.3002
C21 -0.5783 6.3223 3.1962
H18 1.3021 -2.8568 1.5619
W1 -0.4016 0.1077 0.0086
N4 1.3650 0.7601 -1.0445
H19 2.9344 -3.2099 -0.3875
C22 -0.2070 -0.6543 4.2698
Cl1 -1.3352 -1.4281 5.3160
H20 -4.2611 2.4077 6.4602
C23 -0.1503 -0.9971 2.9814
C24 -1.5607 4.3368 7.1363
H21 2.0166 9.1727 3.3550
H22 -0.2556 -2.3127 -3.4752
C25 -3.2183 3.6060 5.0273
H23 -5.0099 4.7121 -0.6758
C26 -0.0210 8.6076 3.7086
H24 2.2760 2.4463 -0.2712
H25 2.0446 1.2787 1.9662
C27 0.7633 0.2562 4.8520
C28 -1.7793 -2.7821 0.0556
H26 -1.9843 7.7799 3.9259
H27 -3.8835 3.3526 4.2092
H28 5.4365 -0.7969 5.5128
C29 -0.6977 5.2125 -0.6907
H29 -7.2848 4.1721 0.0204
C30 -4.1508 2.9278 0.1842
C31 -0.9558 7.5891 3.6443
C32 4.5361 -1.3236 5.2295
H30 4.7727 -3.0771 -2.0067
H31 0.8938 0.2612 5.9240
N5 0.7838 -0.3806 2.0627
H32 6.3007 -1.1361 -1.9914
N6 -0.5546 -2.8643 -0.4503
H33 -3.7078 4.9703 -2.2531
H34 -3.4379 -3.8307 0.5658
C33 -1.0931 7.0991 -2.1193
C34 -0.2742 6.4112 -1.2343
C35 -1.1328 3.6125 2.3759
H35 -3.5995 1.1164 1.2186
P1 -1.8939 5.0944 3.1387
C36 1.6638 7.1203 2.8527
C37 -4.4054 1.7879 0.9468
H36 0.6913 6.8141 -0.9621
C38 0.0825 -1.0169 -1.7880
C39 3.8810 -2.1262 6.1535
H37 -2.7916 3.0614 8.3358
C40 2.8860 -1.8978 3.5530
Si1 2.1346 -1.6876 1.8798
C41 2.8045 1.1423 -3.3452
C42 4.2782 -0.2568 0.5720
P2 -2.4356 3.1410 -0.2908
H38 -0.9259 4.6308 7.9606
C43 3.5953 -2.3529 -0.3695
C44 2.9563 2.0096 -2.2690
C45 2.2136 1.7863 -1.1289
H39 1.3754 -3.2885 4.2110
C46 -1.3275 4.8527 5.8683
H40 1.7692 -0.5976 -4.0885
H41 -0.5033 5.5349 5.7069
C47 5.3092 -0.1757 -0.3516
C48 -1.9585 4.7067 -1.0136
H42 -0.9716 -0.7072 -3.6233
N7 -0.1704 2.9491 3.0297
H43 2.6842 6.9409 2.5424
C49 -2.6088 3.4549 7.3454
C50 2.2580 -2.7246 4.4893
H44 -1.7234 -1.8980 -2.5765
C51 -5.1894 3.7933 -0.1404
H45 -0.7431 -1.8040 2.5794
N8 0.3009 -1.7627 -0.5930

The calculation puts the gap between HOMO and LUMO (alpha / beta) at 7.5 / 6.8 eV. The value obtained for the total energy is -9108.65114 Ha. Its net charge is +2. For the LUMO energy (alpha / beta), the calculation gives -4.69 / -5.47 eV. As for the spin multiplicity: 3.

Mulliken atomic charge list, values in e, 5 entries: 2.218 0.444 0.570 0.351 -0.652